[1]
Entry from the OMol25 dataset: a molecular structure, C27H30IrN5OS in a non-equilibrium geometry (wB97M-V/def2-TZVPD).

Summary:
* LUMO energy (alpha / beta): -10.6 / -12.2 eV
* 2S+1: 2
* HOMO (alpha / beta): -16.35 / -16.35 eV
* gap between HOMO and LUMO (alpha / beta): 5.743 / 4.184 eV
* charge: +3

Element x y z (Å)
Ir (0.44, 1.42, -1.17)
C (-2.52, 1.20, -3.02)
C (-2.37, 0.92, -1.53)
C (-2.22, -0.55, -1.19)
C (-3.38, -1.25, -0.96)
C (-3.34, -2.63, -0.73)
C (-2.12, -3.30, -0.70)
C (-0.92, -2.65, -0.94)
C (0.35, -3.45, -0.76)
C (0.56, -4.51, -1.84)
C (-0.99, -1.26, -1.25)
N (0.13, -0.53, -1.60)
C (1.15, -1.07, -2.29)
C (2.30, -0.31, -2.39)
C (3.61, -0.48, -2.93)
C (4.32, 0.63, -2.58)
C (3.45, 1.50, -1.85)
N (2.25, 0.96, -1.76)
H (-2.81, 2.23, -3.20)
H (-3.31, 0.56, -3.44)
H (-1.60, 0.98, -3.57)
H (-3.21, 1.32, -0.95)
H (-1.50, 1.53, -1.16)
H (-4.33, -0.74, -0.96)
H (-4.25, -3.17, -0.54)
H (-2.10, -4.36, -0.45)
H (0.27, -3.95, 0.21)
H (1.23, -2.80, -0.68)
H (-0.25, -5.23, -1.84)
H (1.49, -5.05, -1.66)
H (0.60, -4.09, -2.85)
H (1.02, -2.04, -2.75)
H (3.96, -1.34, -3.48)
H (5.36, 0.83, -2.80)
H (3.67, 2.47, -1.42)
N (-0.99, -4.20, 7.69)
C (-0.73, -3.45, 6.86)
C (-0.41, -2.52, 5.81)
C (-0.21, -2.99, 4.51)
C (0.10, -2.11, 3.50)
C (0.19, -0.76, 3.78)
C (-0.01, -0.27, 5.07)
C (-0.31, -1.16, 6.08)
N (0.50, 0.17, 2.72)
C (1.19, 1.35, 2.85)
C (1.25, 1.92, 1.62)
N (0.59, 1.08, 0.75)
C (0.15, 0.03, 1.44)
H (-0.28, -4.06, 4.31)
H (0.30, -2.48, 2.50)
H (0.03, 0.79, 5.28)
H (-0.47, -0.80, 7.09)
H (1.60, 1.67, 3.79)
H (1.71, 2.84, 1.31)
H (-0.44, -0.79, 1.05)
C (0.82, 5.51, -2.89)
S (-0.30, 4.54, -1.92)
C (-0.66, 5.67, -0.60)
O (0.65, 3.48, -1.25)
H (1.63, 5.88, -2.26)
H (0.25, 6.34, -3.31)
H (1.20, 4.89, -3.70)
H (-1.38, 6.40, -0.99)
H (0.25, 6.16, -0.26)
H (-1.14, 5.11, 0.20)

=====

[2]
Entry from the OMol25 dataset: a molecular structure, C27H30N4O5 in a non-equilibrium geometry (wB97M-V/def2-TZVPD).

Summary:
* LUMO energy: -1.2 eV
* relative energy (zero: lowest compared OMol25 entry of this formula, charge and spin): 26.733 eV
* HOMO: -8.10 eV
* gap between HOMO and LUMO: 6.886 eV

Element x y z (Å)
C (-1.65, -4.18, -4.28)
H (-1.57, -4.58, -5.40)
O (-1.52, -2.82, -4.63)
C (-1.60, -1.89, -3.44)
C (-1.69, -2.12, -2.14)
C (-1.77, -1.38, -0.95)
C (-1.79, -0.06, -1.13)
C (-1.43, 0.44, -2.63)
C (-1.43, -0.48, -3.64)
O (-1.48, -0.16, -5.00)
C (-1.28, 1.02, -5.24)
H (-1.24, 1.22, -6.33)
H (-2.34, 1.91, -4.98)
H (-0.49, 1.57, -4.92)
H (-1.40, 1.52, -2.83)
N (-1.66, 0.80, -0.08)
N (-1.10, 0.44, 0.86)
C (-0.79, 1.08, 1.98)
C (-1.06, 2.38, 1.89)
C (-0.96, 3.17, 3.19)
C (-1.33, 4.63, 3.13)
C (-2.14, 4.91, 2.21)
C (-2.33, 4.13, 0.97)
C (-1.94, 2.81, 1.04)
C (-1.84, 2.13, -0.37)
O (-2.76, 2.46, -1.32)
H (-3.04, 4.74, 0.09)
H (-2.40, 5.95, 2.01)
H (-1.30, 5.17, 4.10)
H (-0.43, 2.87, 3.95)
C (0.19, 0.32, 2.93)
O (0.91, 1.06, 3.74)
N (-0.07, -1.00, 2.93)
H (-0.62, -1.23, 2.18)
C (0.64, -1.78, 3.85)
H (0.19, -2.94, 3.95)
H (0.95, -1.23, 4.67)
C (1.86, -2.39, 3.30)
O (2.30, -3.37, 2.83)
N (2.94, -1.31, 3.29)
H (2.39, -0.32, 3.46)
C (4.12, -1.45, 2.77)
H (4.94, -0.96, 3.40)
H (4.24, -2.22, 2.34)
C (4.47, -0.37, 1.38)
C (3.28, -0.74, 0.09)
C (3.40, -1.76, -0.63)
C (2.29, -2.01, -1.69)
C (2.22, -0.80, -2.43)
C (2.05, 0.39, -1.30)
C (2.18, 0.04, 0.00)
H (1.30, -0.55, 0.27)
H (2.17, 0.92, 0.45)
H (0.91, 0.95, -1.61)
H (2.64, 1.10, -1.72)
H (1.06, -1.15, -2.84)
H (2.88, -0.51, -3.12)
H (2.76, -2.86, -2.20)
H (1.60, -2.52, -1.10)
H (4.13, -2.64, -0.56)
H (4.20, 0.75, 1.51)
H (5.28, -0.57, 0.93)
H (-1.74, -1.76, -0.07)
H (-1.77, -3.40, -1.65)
H (-2.61, -4.38, -3.78)
H (-0.80, -4.43, -3.69)

=====

| no. | electronic energy (Ha) |
| --- | --- |
| 1 | -1897.35125 |
| 2 | -1641.24270 |